No. 1
# F5N2

F5N2 as an isolated structure at a distorted geometry (ωB97M-V/def2-TZVPD, OMol25).

Structure (XYZ):
```
7
F5N2 (ωB97M-V/def2-TZVPD)
N -0.747 0.005 -0.501
N 0.531 0.052 -0.082
F -1.272 -1.024 0.154
F -1.467 1.051 -0.124
F 1.109 1.186 -0.265
F 0.710 -0.279 1.478
F 1.137 -0.991 -0.660
```

As for the spin multiplicity: 1. For the HOMO energy (spin up / spin down), the calculation gives -19.60 / -19.60 eV. The calculation puts the energy relative to the best compared isomer or geometry (same formula, charge and spin) at 137.4 kJ/mol. Its net charge is +1. The value obtained for the energy is -16545.9044 eV. The frontier orbital gap (spin up / spin down) is 0.390 / 0.390 hartree.

***

No. 2
# F6H78O39P

A 40-piece molecular cluster, F6H78O39P overall at a distorted geometry (ωB97M-V/def2-TZVPD, OMol25).

Structure (XYZ):
```
124
F6H78O39P (ωB97M-V/def2-TZVPD)
P -2.683 -19.025 1.364
F -2.464 -18.241 2.766
F -2.887 -17.588 0.589
F -1.117 -18.904 0.928
F -3.073 -19.726 -0.069
F -2.323 -20.452 2.022
F -4.275 -19.051 1.841
O -5.308 -16.305 -3.892
H -5.138 -16.885 -3.149
H -5.564 -15.473 -3.493
O 1.461 -14.387 3.894
H 1.086 -14.770 3.101
H 0.928 -13.609 4.059
O 2.936 -17.116 2.992
H 2.050 -17.398 3.217
H 3.313 -16.824 3.822
O -4.349 -23.118 5.579
H -4.926 -23.441 4.888
H -4.411 -23.777 6.271
O -7.795 -17.506 3.185
H -7.425 -16.946 2.503
H -7.036 -17.932 3.584
O -8.133 -21.604 3.590
H -8.336 -22.420 4.049
H -8.382 -21.772 2.681
O -4.307 -20.157 5.982
H -4.898 -20.076 5.234
H -3.978 -21.054 5.933
O -2.495 -22.797 -2.063
H -2.251 -21.894 -2.262
H -2.833 -23.142 -2.890
O -5.561 -15.353 4.944
H -4.730 -15.200 4.495
H -5.459 -16.212 5.354
O -4.647 -12.129 0.549
H -5.517 -11.741 0.646
H -4.816 -13.051 0.354
O -5.276 -21.355 1.278
H -4.574 -20.710 1.364
H -5.972 -20.892 0.811
O -3.076 -18.911 -2.988
H -3.880 -18.668 -2.529
H -2.430 -19.033 -2.292
O -2.082 -14.114 0.168
H -2.053 -14.751 -0.545
H -1.724 -13.311 -0.212
O 0.823 -22.336 -2.218
H -0.036 -22.689 -1.987
H 1.077 -22.819 -3.004
O -1.382 -17.500 6.061
H -1.365 -16.578 5.805
H -2.287 -17.774 5.911
O 3.157 -19.375 0.475
H 3.005 -19.944 1.230
H 2.388 -18.805 0.446
O -5.317 -24.057 1.346
H -5.990 -24.166 0.674
H -5.291 -23.114 1.508
O -0.211 -15.784 2.036
H -0.207 -15.254 1.239
H -0.830 -16.490 1.852
O 1.270 -16.964 -1.054
H 1.065 -16.554 -1.894
H 1.803 -16.315 -0.594
O -2.327 -23.932 1.962
H -3.142 -23.675 1.531
H -1.774 -23.153 1.914
O -1.631 -15.933 -1.720
H -1.888 -16.236 -2.591
H -0.872 -16.470 -1.494
O -7.016 -20.144 -0.526
H -7.215 -19.233 -0.741
H -7.206 -20.628 -1.329
O 0.401 -19.136 2.785
H 0.200 -18.783 3.651
H -0.362 -18.914 2.252
O -1.136 -17.537 -4.616
H -1.141 -17.534 -5.573
H -1.897 -18.065 -4.374
O -1.267 -22.414 6.041
H -1.556 -23.175 5.537
H -2.072 -21.932 6.231
O -3.052 -25.325 -0.947
H -2.644 -24.493 -1.186
H -3.954 -25.096 -0.724
O -4.872 -17.465 -1.290
H -4.540 -17.900 -0.504
H -5.825 -17.505 -1.201
O -7.839 -17.763 -1.359
H -8.226 -17.369 -2.140
H -8.472 -17.586 -0.662
O 0.951 -17.691 5.020
H 0.024 -17.700 5.256
H 1.404 -17.472 5.835
O -4.359 -15.086 0.732
H -3.977 -15.950 0.575
H -3.642 -14.474 0.569
O -5.873 -20.082 3.918
H -6.781 -20.381 3.869
H -5.497 -20.319 3.070
O -4.067 -17.591 5.936
H -4.798 -17.418 6.529
H -4.118 -18.530 5.760
O -1.336 -15.100 4.847
H -2.151 -15.050 4.347
H -0.646 -15.021 4.188
O -1.654 -25.137 4.738
H -2.299 -25.835 4.853
H -1.756 -24.864 3.826
O -3.474 -13.903 3.393
H -3.887 -14.443 2.719
H -2.907 -13.304 2.908
O -6.663 -16.197 1.178
H -7.349 -15.762 0.671
H -5.845 -15.883 0.794
O -0.582 -18.910 -1.709
H -0.573 -19.186 -0.792
H 0.211 -18.383 -1.809
O -9.490 -17.777 0.631
H -8.870 -17.984 1.331
H -10.348 -17.982 1.002
O 0.095 -21.881 1.386
H -0.744 -21.621 1.007
H 0.286 -21.203 2.035
```

As for the spin multiplicity: 1. For the HOMO energy, the calculation gives -7.86 eV. The calculation puts the energy relative to the best compared isomer or geometry (same formula, charge and spin) at 40.7 kJ/mol. Its net charge is -1. The value obtained for the energy is -106725.8731 eV. The frontier orbital gap is 0.335 hartree.

***

No. 3
# F6KP

F6KP as an isolated structure at a distorted geometry (ωB97M-V/def2-TZVPD, OMol25).

Structure (XYZ):
```
8
F6KP (ωB97M-V/def2-TZVPD)
K 0.610 -4.863 0.915
P -0.098 0.702 -0.130
F 1.219 -0.250 0.182
F -0.652 -0.317 -1.269
F -0.840 -0.212 0.981
F -1.370 1.676 -0.513
F 0.429 1.724 1.063
F 0.701 1.540 -1.228
```

As for the spin multiplicity: 1. For the HOMO energy, the calculation gives -10.56 eV. The calculation puts the energy relative to the best compared isomer or geometry (same formula, charge and spin) at 196.9 kJ/mol. Its net charge is 0. The value obtained for the energy is -41924.1354 eV. The frontier orbital gap is 0.300 hartree.

***

No. 4
# F6Li2N3O12S6

F6Li2N3O12S6 as an isolated structure at a distorted geometry (ωB97M-V/def2-TZVPD, OMol25).

Structure (XYZ):
```
29
F6Li2N3O12S6 (ωB97M-V/def2-TZVPD)
Li 0.348 0.099 0.088
Li -0.864 -1.046 -3.305
N 1.231 -2.747 -1.418
S 0.465 -4.187 -0.825
O -0.207 -3.965 0.490
O 0.934 -5.527 -1.144
F -0.751 -4.031 -1.937
S 2.670 -3.218 -1.660
O 2.953 -3.659 -2.984
O 3.398 -3.777 -0.551
F 3.139 -1.657 -1.779
N -2.203 1.603 -1.928
S -3.938 1.651 -2.018
O -4.567 1.464 -3.308
O -4.721 2.191 -0.884
F -3.995 0.098 -1.610
S -2.226 3.054 -2.271
O -2.521 4.022 -1.204
O -2.599 3.443 -3.616
F -0.591 3.276 -2.340
N 1.151 0.574 3.383
S 0.481 2.088 3.852
O 1.238 3.271 3.467
O -0.210 2.092 5.146
F -0.688 1.999 2.821
S 2.615 0.938 3.818
O 2.839 1.125 5.223
O 3.514 1.418 2.821
F 3.106 -0.592 3.673
```

As for the spin multiplicity: 1. For the HOMO energy, the calculation gives -7.48 eV. The calculation puts the energy relative to the best compared isomer or geometry (same formula, charge and spin) at 787.9 kJ/mol. Its net charge is -1. The value obtained for the energy is -110762.9949 eV. The frontier orbital gap is 0.227 hartree.

***

No. 5
# F8H12N4Na4O22S8

F8H12N4Na4O22S8 as an isolated structure at a distorted geometry (ωB97M-V/def2-TZVPD, OMol25).

Structure (XYZ):
```
58
F8H12N4Na4O22S8 (ωB97M-V/def2-TZVPD)
Na -17.077 -16.269 -2.195
Na -18.943 -14.498 5.737
Na -14.296 -17.191 2.154
Na -21.100 -19.419 0.746
N -16.906 -17.045 2.569
S -18.549 -17.391 3.086
O -19.551 -17.741 2.068
O -18.881 -16.457 4.186
F -18.216 -18.799 3.769
S -17.430 -16.059 1.484
O -18.351 -14.973 1.884
O -17.640 -16.687 0.239
F -16.067 -15.345 1.302
N -19.282 -20.724 7.886
S -18.660 -20.390 9.454
O -18.887 -19.082 10.066
O -17.436 -21.171 9.803
F -19.806 -21.291 10.128
S -18.079 -20.142 7.304
O -16.904 -21.002 7.327
O -17.974 -18.650 7.351
F -18.564 -20.410 5.745
N -22.560 -19.760 5.575
S -22.078 -18.692 4.545
O -22.309 -17.296 4.867
O -22.072 -19.115 3.154
F -20.564 -18.921 4.869
S -24.196 -19.716 5.064
O -24.522 -20.383 3.809
O -24.905 -18.520 5.535
F -24.725 -20.748 6.208
N -22.625 -17.638 0.492
S -22.239 -16.179 0.701
O -21.736 -15.802 2.038
O -22.939 -15.187 -0.174
F -20.866 -16.330 -0.205
S -24.256 -17.476 1.019
O -25.213 -16.750 0.209
O -24.402 -17.398 2.501
F -24.749 -18.995 0.625
O -15.084 -16.919 4.521
H -15.193 -17.374 5.355
H -15.913 -17.055 4.062
O -13.450 -15.517 0.550
H -13.971 -14.716 0.489
H -12.980 -15.562 -0.283
O -17.800 -13.873 -0.977
H -17.092 -13.241 -0.855
H -18.508 -13.552 -0.418
O -20.958 -14.356 4.261
H -21.131 -15.242 4.580
H -21.250 -14.369 3.349
O -19.905 -20.948 2.443
H -19.798 -21.162 1.516
H -19.012 -20.896 2.782
O -16.028 -19.364 2.205
H -16.672 -19.618 1.544
H -16.283 -18.477 2.459
```

As for the spin multiplicity: 2. For the HOMO energy (spin up / spin down), the calculation gives -3.04 / -6.59 eV. Its net charge is -1. The expectation value of S² is 0.750. The value obtained for the energy is -177284.8168 eV. The frontier orbital gap (spin up / spin down) is 0.115 / 0.243 hartree.

***

No. 6
# FH10HfO5Pb

FH10HfO5Pb as an isolated structure at a distorted geometry (ωB97M-V/def2-TZVPD, OMol25).

Structure (XYZ):
```
18
FH10HfO5Pb (ωB97M-V/def2-TZVPD)
Pb 7.816 15.348 10.917
Hf 11.271 14.649 14.345
F 9.389 14.459 12.930
O 9.094 14.001 15.594
H 9.112 13.207 16.128
H 8.304 14.462 15.876
O 9.314 13.342 10.004
H 9.853 12.827 10.605
H 9.593 13.062 9.133
O 6.774 13.273 11.793
H 7.474 12.867 12.305
H 6.598 12.648 11.090
O 10.640 12.284 14.322
H 11.202 11.517 14.207
H 9.811 12.038 13.911
O 12.056 13.579 12.266
H 11.765 12.809 11.777
H 12.564 14.087 11.634
```

As for the spin multiplicity: 1. For the HOMO energy, the calculation gives -29.84 eV. The calculation puts the energy relative to the best compared isomer or geometry (same formula, charge and spin) at 0.0 kJ/mol. Its net charge is +5. The value obtained for the energy is -19598.8157 eV. The frontier orbital gap is 0.190 hartree.

***

No. 7
# FH16O8

A 9-piece molecular cluster, FH16O8 overall at a distorted geometry (ωB97M-V/def2-TZVPD, OMol25).

Structure (XYZ):
```
25
FH16O8 (ωB97M-V/def2-TZVPD)
F 0.445 -0.094 0.010
O 0.727 2.322 -1.165
H 0.421 1.560 -0.700
H 0.206 2.378 -1.969
O 2.028 -1.104 -1.767
H 2.928 -1.142 -1.336
H 1.466 -0.644 -1.145
O 2.137 1.366 1.399
H 1.820 0.693 0.827
H 3.076 1.243 1.453
O -3.069 -0.587 0.984
H -3.520 -0.400 0.116
H -2.251 -0.061 0.885
O -1.119 1.298 1.418
H -0.553 0.867 0.741
H -1.685 1.847 0.924
O -0.842 -2.623 -0.128
H -1.659 -2.213 -0.489
H -0.124 -2.051 0.128
O 0.788 -1.237 2.158
H 0.806 -0.839 1.291
H 0.910 -0.571 2.838
O -1.287 0.265 -2.083
H -1.039 -0.281 -2.903
H -0.610 0.006 -1.488
```

As for the spin multiplicity: 1. For the HOMO energy, the calculation gives -6.94 eV. The calculation puts the energy relative to the best compared isomer or geometry (same formula, charge and spin) at 156.0 kJ/mol. Its net charge is -1. The value obtained for the energy is -19360.0943 eV. The frontier orbital gap is 0.377 hartree.

***

No. 8
# FH18InO9

FH18InO9 as an isolated structure at a distorted geometry (ωB97M-V/def2-TZVPD, OMol25).

Structure (XYZ):
```
29
FH18InO9 (ωB97M-V/def2-TZVPD)
In 0.460 1.294 -1.229
F 0.008 -0.120 0.055
O 2.574 1.145 -0.578
H 3.364 1.516 -0.847
H 2.800 0.172 -0.365
O -0.161 -2.564 1.947
H 0.123 -1.811 1.494
H -0.724 -2.237 2.649
O -2.183 1.639 -0.428
H -2.657 2.403 -0.074
H -2.644 0.909 0.017
O -0.845 0.479 -2.659
H -1.421 -0.291 -2.495
H -0.605 0.440 -3.595
O -2.848 -0.447 1.121
H -2.085 -0.942 1.090
H -3.038 -0.199 2.039
O 1.594 -0.756 -2.049
H 1.177 -1.581 -2.344
H 2.465 -0.639 -2.462
O 0.482 0.532 2.531
H 0.316 0.108 1.674
H 1.408 0.773 2.501
O 0.801 -2.886 -0.600
H 0.884 -1.936 -0.490
H 0.514 -3.397 0.150
O 0.240 2.628 0.665
H -0.064 2.217 1.481
H 0.064 3.549 0.800
```

As for the spin multiplicity: 1. For the HOMO energy, the calculation gives -17.13 eV. The calculation puts the energy relative to the best compared isomer or geometry (same formula, charge and spin) at 0.0 kJ/mol. Its net charge is +2. The value obtained for the energy is -26594.0939 eV. The frontier orbital gap is 0.220 hartree.

***

The highest spin multiplicity belongs to which entry?
F8H12N4Na4O22S8